{
  "formula": "C3H10NOS",
  "method": "wB97M-V/def2-TZVPD",
  "e_lumo_ev": -3.49,
  "e_homo_ev": -12.8,
  "charge": 1,
  "spin_multiplicity": 1,
  "relative_energy_kcal_mol": 34.8,
  "symbols": ["S", "O", "N", "C", "C", "C", "H", "H", "H", "H", "H", "H", "H", "H", "H", "H"],
  "xyz": [[-1.1141, 1.6805, -0.1930], [0.7790, -1.1567, -0.6763], [2.2339, 1.0320, -0.0716], [-0.6626, -0.9808, -0.9379], [-1.1941, -0.1085, 0.1814], [-1.6367, -0.5527, 1.3233], [-0.7673, -0.3595, -1.8352], [-1.1478, -1.9385, -0.8623], [1.6472, 0.0495, -0.2555], [-2.1053, 0.1521, 1.9312], [2.6911, 1.2012, -1.0219], [-2.1806, 1.9035, 0.4866], [1.7368, 1.9444, 0.1391], [0.7457, -2.1161, -0.3455], [2.9308, 0.8153, 0.5677], [-1.9561, -1.5657, 1.5698]],
  "atomic_forces_ev_per_a": [[1.09, -1.30, -0.61], [-0.76, -2.75, 0.22], [-1.71, 0.13, -3.91], [0.46, 2.23, 1.17], [0.88, 0.58, -1.56], [-1.53, -1.00, 0.16], [-0.07, -1.08, -0.29], [-0.18, -0.30, -0.71], [0.04, 1.74, 0.54], [-0.25, 1.08, 1.53], [-0.45, -0.25, 1.56], [-1.27, 0.72, 0.88], [0.19, -1.72, 0.12], [1.10, 2.14, -0.46], [1.74, -0.13, 1.71], [0.71, -0.08, -0.36]],
  "nbo_charge": [-0.04, -0.76, -0.93, -0.12, -0.14, -0.38, 0.22, 0.22, 0.49, 0.21, 0.44, 0.15, 0.47, 0.52, 0.43, 0.23]
}